No. 1
Below is a 6-piece molecular cluster, C24H48BO21P overall in a non-equilibrium geometry, with properties calculated with ωB97M-V with the def2-TZVPD basis set.

Last columns: bonded neighbours and bond lengths (Å).
Atoms and positions in Å:
1 C -0.2348 -4.6427 -0.0844  C2 1.540, H18 1.082, H19 1.080, H20 1.083
2 C -0.5886 -3.2482 -0.6349  C1 1.540, P3 1.862, H21 1.089, H22 1.085
3 P 0.8140 -2.4965 -1.6016  C2 1.862, C4 1.838, C5 1.871
4 C 0.2521 -2.6143 -3.3474  P3 1.838, H23 1.086, H24 1.086, H25 1.079
5 C 0.8142 -0.7124 -1.0386  P3 1.871, C6 1.536, O11 1.432, H26 1.094
6 C -0.2990 0.1715 -1.6217  C5 1.536, C7 1.508, H27 1.084, H28 1.085
7 C -1.4575 0.2720 -0.6609  C6 1.508, O8 1.435, H29 1.089, H30 1.091
8 O -2.5114 1.0312 -1.2706  C7 1.435, C9 1.361
9 C -3.5312 1.1578 -0.3781  O8 1.361, O10 1.149, H31 1.096
10 O -3.7170 2.1390 0.1907  C9 1.149
11 O 2.0399 -0.0213 -1.3032  C5 1.432, C12 1.360
12 C 3.1573 -0.7618 -1.0744  O11 1.360, O13 1.151, C14 1.503
13 O 3.8151 -1.0729 -1.9662  C12 1.151
14 C 3.5650 -1.1240 0.3265  C12 1.503, B15 1.585, H32 1.078, H33 1.091
15 B 3.3383 0.0043 1.4170  C14 1.585, O16 1.396, O17 1.378
16 O 4.4002 0.4305 2.2159  B15 1.396, H34 0.964
17 O 2.1079 0.5806 1.6455  B15 1.378, H35 0.966
18 H 0.4239 -5.1663 -0.7649  C1 1.082
19 H -1.1552 -5.1844 0.0776  C1 1.080
20 H 0.2501 -4.5174 0.8757  C1 1.083
21 H -1.4317 -3.3664 -1.3140  C2 1.089
22 H -0.9386 -2.5990 0.1614  C2 1.085
23 H -0.6641 -2.0733 -3.5639  C4 1.086
24 H 0.0198 -3.6630 -3.5110  C4 1.086
25 H 1.0352 -2.3666 -4.0469  C4 1.079
26 H 0.6278 -0.7465 0.0392  C5 1.094
27 H -0.6613 -0.1864 -2.5792  C6 1.084
28 H 0.1297 1.1522 -1.7975  C6 1.085
29 H -1.1145 0.7688 0.2449  C7 1.089
30 H -1.8174 -0.7394 -0.4670  C7 1.091
31 H -4.1794 0.2802 -0.2719  C9 1.096
32 H 4.6192 -1.3469 0.2987  C14 1.078
33 H 3.0459 -2.0202 0.6707  C14 1.091
34 H 4.5136 -0.1701 2.9609  O16 0.964
35 H 1.9376 0.4889 2.5915  O17 0.966
36 C 0.4566 5.4294 -6.0792  O37 1.428, H42 1.087, H43 1.089, H44 1.089
37 O 1.5400 5.4047 -5.1497  C36 1.428, C38 1.335
38 C 1.6215 4.2825 -4.4318  O37 1.335, O39 1.204, O40 1.333
39 O 0.8796 3.3377 -4.5117  C38 1.204
40 O 2.6663 4.3910 -3.6104  C38 1.333, C41 1.428
41 C 2.8733 3.2501 -2.7764  O40 1.428, H45 1.089, H46 1.089, H47 1.087
42 H 0.5030 6.3856 -6.5931  C36 1.087
43 H 0.5580 4.6282 -6.8094  C36 1.089
44 H -0.4973 5.3505 -5.5605  C36 1.089
45 H 3.0713 2.3637 -3.3767  C41 1.089
46 H 2.0131 3.0853 -2.1295  C41 1.089
47 H 3.7429 3.4576 -2.1583  C41 1.087
48 C -9.3480 -3.1906 2.0781  O49 1.428, H54 1.086, H55 1.089, H56 1.089
49 O -8.1694 -2.6180 1.5106  C48 1.428, C50 1.335
50 C -8.0037 -1.3213 1.7807  O49 1.335, O51 1.204, O52 1.334
51 O -8.7429 -0.6368 2.4390  C50 1.204
52 O -6.8746 -0.9187 1.1964  C50 1.334, C53 1.430
53 C -6.5575 0.4595 1.4079  O52 1.430, H57 1.089, H58 1.089, H59 1.082
54 H -9.3630 -4.2370 1.7862  C48 1.086
55 H -9.3227 -3.1251 3.1646  C48 1.089
56 H -10.2392 -2.7005 1.6899  C48 1.089
57 H -6.4175 0.6649 2.4679  C53 1.089
58 H -7.3329 1.1027 0.9958  C53 1.089
59 H -5.6279 0.6579 0.8899  C53 1.082
60 C -6.9578 -0.5848 6.3048  O61 1.430, H66 1.086, H67 1.089, H68 1.088
61 O -5.6208 -0.6995 5.8117  C60 1.430, C62 1.334
62 C -4.8219 0.3119 6.1555  O61 1.334, O63 1.203, O64 1.336
63 O -5.1329 1.2651 6.8199  C62 1.203
64 O -3.6146 0.0839 5.6303  C62 1.336, C65 1.428
65 C -2.6513 1.0980 5.9185  O64 1.428, H69 1.089, H70 1.089, H71 1.087
66 H -7.5022 -1.4589 5.9586  C60 1.086
67 H -6.9678 -0.5713 7.3933  C60 1.089
68 H -7.4373 0.3080 5.9079  C60 1.088
69 H -2.4879 1.1797 6.9917  C65 1.089
70 H -2.9669 2.0562 5.5095  C65 1.089
71 H -1.7231 0.7970 5.4402  C65 1.087
72 C 5.4000 3.4803 1.8223  O73 1.429, H78 1.085, H79 1.089, H80 1.089
73 O 4.7540 3.7157 3.0748  C72 1.429, C74 1.333
74 C 5.0362 4.8956 3.6268  O73 1.333, O75 1.203, O76 1.337
75 O 5.7626 5.7382 3.1683  C74 1.203
76 O 4.3707 4.9814 4.7827  C74 1.337, C77 1.428
77 C 4.5798 6.2041 5.4896  O76 1.428, H81 1.089, H82 1.089, H83 1.087
78 H 5.0928 2.4965 1.4825  C72 1.085
79 H 5.0938 4.2219 1.0855  C72 1.089
80 H 6.4825 3.4886 1.9394  C72 1.089
81 H 4.2404 7.0531 4.8987  C77 1.089
82 H 5.6296 6.3218 5.7529  C77 1.089
83 H 3.9899 6.1475 6.4005  C77 1.087
84 C 4.9541 -6.0478 -7.3438  O85 1.427, H90 1.087, H91 1.089, H92 1.089
85 O 4.3906 -5.8102 -6.0544  C84 1.427, C86 1.338
86 C 4.7526 -4.6461 -5.5033  O85 1.338, O87 1.204, O88 1.331
87 O 5.4844 -3.8305 -6.0013  C86 1.204
88 O 4.1624 -4.5508 -4.3141  C86 1.331, C89 1.435
89 C 4.4570 -3.3431 -3.5974  O88 1.435, H93 1.087, H94 1.089, H95 1.084
90 H 4.5859 -7.0146 -7.6766  C84 1.087
91 H 4.6346 -5.2835 -8.0505  C84 1.089
92 H 6.0409 -6.0813 -7.2889  C84 1.089
93 H 4.1159 -2.4735 -4.1531  C89 1.087
94 H 5.5236 -3.2682 -3.3928  C89 1.089
95 H 3.9195 -3.3899 -2.6570  C89 1.084

HOMO level = -0.317 hartree
SMILES string = CCP(C)[C@H](CCOC=O)OC(=O)CB(O)O.COC(=O)OC.COC(=O)OC.COC(=O)OC.COC(=O)OC.COC(=O)OC

No. 2
Below is a 8-piece molecular cluster, C24H48Br6O14S4 overall in a non-equilibrium geometry, with properties calculated with ωB97M-V with the def2-TZVPD basis set.

Last columns: bonded neighbours and bond lengths (Å).
Atoms and positions in Å:
1 Br 6.1768 1.1946 1.4600  C2 1.933
2 C 7.9752 0.7236 1.9896  Br1 1.933, C3 1.530, H5 1.090, H6 1.090
3 C 8.8998 1.0528 0.8159  C2 1.530, Br4 2.042, H7 1.090, H8 1.090
4 Br 10.7586 0.3715 1.3157  C3 2.042
5 H 7.8807 -0.3465 2.1739  C2 1.090
6 H 8.2516 1.1892 2.9355  C2 1.090
7 H 8.8330 2.1343 0.6977  C3 1.090
8 H 8.6106 0.6237 -0.1434  C3 1.090
9 Br -0.2310 -0.0603 -6.3618  C10 2.070
10 C 1.4908 -0.9354 -5.6164  Br9 2.070, C11 1.572, H13 1.090, H14 1.090
11 C 2.1658 0.2138 -4.7825  C10 1.572, Br12 2.014, H15 1.090, H16 1.090
12 Br 4.0618 -0.3893 -4.4703  C11 2.014
13 H 2.2112 -1.3367 -6.3291  C10 1.090
14 H 0.9881 -1.7229 -5.0549  C10 1.090
15 H 1.6614 0.4446 -3.8442  C11 1.090
16 H 2.1630 1.1532 -5.3353  C11 1.090
17 Br 2.4715 -1.7665 7.3759  C18 1.992
18 C 1.9376 -2.9898 5.8972  Br17 1.992, C19 1.572, H21 1.090, H22 1.090
19 C 1.5643 -4.3427 6.6056  C18 1.572, Br20 2.003, H23 1.090, H24 1.090
20 Br 0.9806 -5.6009 5.1605  C19 2.003
21 H 2.6425 -3.1400 5.0795  C18 1.090
22 H 1.0085 -2.5560 5.5273  C18 1.090
23 H 0.7403 -4.2217 7.3087  C19 1.090
24 H 2.3536 -4.9866 6.9936  C19 1.090
25 O -3.0977 -5.5369 1.0637  S26 1.486
26 S -3.1867 -4.2324 0.3573  O25 1.486, O27 1.444, O28 1.687, C31 1.818
27 O -3.2813 -4.1229 -1.0791  S26 1.444
28 O -4.4815 -3.3151 0.9293  S26 1.687, C29 1.449
29 C -4.8732 -2.2017 0.0892  O28 1.449, C30 1.532, H32 1.090, H33 1.090
30 C -6.0049 -1.4433 0.7904  C29 1.532, H34 1.090, H35 1.090, H36 1.090
31 C -1.7646 -3.2093 0.8449  S26 1.818, H37 1.090, H38 1.090, H39 1.090
32 H -5.1473 -2.5284 -0.9139  C29 1.090
33 H -3.9629 -1.6184 -0.0497  C29 1.090
34 H -5.7983 -0.8275 1.6657  C30 1.090
35 H -6.8818 -2.0656 0.9692  C30 1.090
36 H -6.3751 -0.7400 0.0445  C30 1.090
37 H -1.0645 -3.7168 1.5085  C31 1.090
38 H -2.1096 -2.2856 1.3096  C31 1.090
39 H -1.4170 -2.9384 -0.1520  C31 1.090
40 O -1.0622 5.2441 -3.2166  S41 1.437
41 S -1.0460 3.8834 -3.6788  O40 1.437, O42 1.513, O43 1.681, C46 1.765
42 O -1.9175 3.2659 -4.7502  S41 1.513
43 O 0.4993 3.3603 -4.0842  S41 1.681, C44 1.435
44 C 1.6154 3.8819 -3.3491  O43 1.435, C45 1.504, H47 1.090, H48 1.090
45 C 2.2760 4.8709 -4.2696  C44 1.504, H49 1.090, H50 1.090, H51 1.090
46 C -1.1401 2.9084 -2.2103  S41 1.765, H52 1.090, H53 1.090, H54 1.090
47 H 2.3901 3.2080 -2.9834  C44 1.090
48 H 1.3727 4.3875 -2.4145  C44 1.090
49 H 1.9749 5.8755 -3.9726  C45 1.090
50 H 1.9475 4.7664 -5.3036  C45 1.090
51 H 3.3464 4.7331 -4.4228  C45 1.090
52 H -0.1455 2.8000 -1.7777  C46 1.090
53 H -1.6363 1.9518 -2.3741  C46 1.090
54 H -1.7874 3.3111 -1.4312  C46 1.090
55 O 1.6264 -1.3624 -1.8943  S56 1.474
56 S 1.8767 -0.3880 -0.8175  O55 1.474, O57 1.468, O58 1.596, C61 1.905
57 O 1.8044 1.0353 -1.1715  S56 1.468
58 O 0.9853 -0.6750 0.4752  S56 1.596, C59 1.424
59 C 1.1461 -0.0120 1.7248  O58 1.424, C60 1.548, H62 1.090, H63 1.090
60 C 1.1666 -1.2733 2.6219  C59 1.548, H64 1.090, H65 1.090, H66 1.090
61 C 3.6155 -0.7392 -0.1223  S56 1.905, H67 1.090, H68 1.090, H69 1.090
62 H 0.4594 0.8203 1.8790  C59 1.090
63 H 2.1133 0.4904 1.7413  C59 1.090
64 H 1.4056 -1.0087 3.6519  C60 1.090
65 H 1.9390 -2.0021 2.3766  C60 1.090
66 H 0.1569 -1.6836 2.6058  C60 1.090
67 H 3.9231 0.0772 0.5312  C61 1.090
68 H 4.2032 -0.9269 -1.0208  C61 1.090
69 H 3.4236 -1.6604 0.4279  C61 1.090
70 O -6.6294 0.9296 -2.1402  S71 1.497
71 S -5.3074 0.9389 -2.8419  O70 1.497, O72 1.441, O73 1.688, C76 1.811
72 O -4.2540 1.8353 -2.4369  S71 1.441
73 O -4.6162 -0.5912 -3.0202  S71 1.688, C74 1.361
74 C -3.3070 -0.6817 -3.3807  O73 1.361, C75 1.581, H77 1.090, H78 1.090
75 C -2.3756 -1.1262 -2.1825  C74 1.581, H79 1.090, H80 1.090, H81 1.090
76 C -5.5765 1.2159 -4.6114  S71 1.811, H82 1.090, H83 1.090, H84 1.090
77 H -2.8888 0.2582 -3.7410  C74 1.090
78 H -3.0776 -1.3912 -4.1757  C74 1.090
79 H -2.5095 -2.1904 -1.9888  C75 1.090
80 H -2.4839 -0.4772 -1.3134  C75 1.090
81 H -1.2913 -1.1227 -2.2932  C75 1.090
82 H -4.6470 0.9244 -5.1004  C76 1.090
83 H -5.8900 2.2547 -4.7153  C76 1.090
84 H -6.3359 0.5300 -4.9867  C76 1.090
85 C -0.4048 1.0121 6.1474  C86 1.314, C91 1.510, H93 1.080
86 C -1.1487 0.0686 5.6151  C85 1.314, C87 1.488, H94 1.080
87 C -1.7242 0.1977 4.2494  C86 1.488, O88 1.239, C89 1.482
88 O -2.3629 -0.7358 3.7427  C87 1.239
89 C -1.5898 1.5794 3.7292  C87 1.482, C90 1.355, H95 1.080
90 C -0.7805 2.5385 4.2397  C89 1.355, C91 1.525, H96 1.080
91 C 0.0179 2.3196 5.5202  C85 1.510, C90 1.525, O92 1.247
92 O 0.9214 3.0480 5.9757  C91 1.247
93 H -0.0935 1.0039 7.1815  C85 1.080
94 H -1.3896 -0.7208 6.3117  C86 1.080
95 H -2.2384 1.8107 2.8972  C89 1.080
96 H -0.6993 3.5080 3.7707  C90 1.080

HOMO level = -0.374 hartree
SMILES string = O=C1C=CC(=O)C=C1.CCOS(C)(=O)=O.CCOS(C)(=O)=O.CCOS(C)(=O)=O.CCOS(C)(=O)=O.BrCCBr.BrCCBr.BrCCBr